No. 1
Below is a single C6H13NO4 molecule in a non-equilibrium geometry, with properties calculated with ωB97M-V/def2-TZVPD.

* electronic energy: -592.03304 hartree
* SMILES string: OC(O)C[C@@H]1NC[C@@H](O)[C@@H]1O
* gap between HOMO and LUMO: 9.62 eV
* multiplicity: 1
* energy relative to the best compared isomer or geometry (same formula, charge and spin): 266.2 kJ/mol

Atoms and positions in Å:
O -2.529 0.010 1.200
C -1.638 0.669 1.955
O -0.936 -0.190 2.858
C -0.616 1.286 1.084
C 0.299 0.407 0.338
N 1.076 1.273 -0.566
C 1.807 0.307 -1.580
C 1.195 -1.096 -1.319
O 2.171 -1.810 -0.473
C -0.108 -0.838 -0.631
O -1.249 -0.595 -1.502
H -2.145 -0.228 0.268
H -2.344 1.392 2.426
H -1.649 -1.054 2.946
H -1.407 1.789 0.451
H -0.217 2.226 1.412
H 1.013 0.026 1.111
H 0.510 1.868 -1.174
H 2.879 0.178 -1.313
H 1.746 0.901 -2.598
H 0.953 -1.625 -2.212
H 3.003 -1.668 -0.848
H -0.334 -1.671 0.009
H -1.479 -1.556 -1.842

In the Mulliken picture, each atom carries the following charge in e:
1 O -0.5935
2 C 0.0980
3 O -0.5735
4 C -1.5635
5 C 0.6974
6 N -0.5836
7 C -0.6866
8 C 0.1415
9 O -0.5286
10 C -0.4653
11 O -0.6123
12 H 0.4339
13 H 0.3431
14 H 0.3448
15 H 0.3737
16 H 0.5326
17 H 0.2027
18 H 0.3357
19 H 0.2672
20 H 0.2838
21 H 0.3369
22 H 0.3216
23 H 0.4702
24 H 0.4240

No. 2
Below is 2 unconnected molecules or ions with the total composition C22H26N2OS2 in a non-equilibrium geometry, with properties calculated with ωB97M-V/def2-TZVPD.

* electronic energy: -1834.92440 hartree
* gap between HOMO and LUMO: 3.97 eV
* multiplicity: 1
* energy relative to the best compared isomer or geometry (same formula, charge and spin): 78.5 kJ/mol

Atoms and positions in Å:
C -5.460 1.305 2.578
C -4.300 2.242 2.256
C -4.702 3.173 1.144
O -3.156 1.406 1.931
C -1.926 1.999 1.922
S -0.582 1.117 1.490
S -1.733 3.605 2.331
H -6.363 1.902 2.753
H -5.658 0.615 1.744
H -5.265 0.719 3.478
H -4.072 2.833 3.159
H -5.637 3.669 1.427
H -3.951 3.951 0.964
H -4.881 2.615 0.214
C 5.471 2.679 -3.258
N 4.955 1.325 -3.188
C 5.266 0.498 -4.340
C 4.069 0.913 -2.181
C 2.672 0.883 -2.410
C 1.795 0.481 -1.408
C 2.260 0.057 -0.147
C 1.325 -0.417 0.875
C 0.405 -1.452 0.586
C -0.497 -2.041 1.555
C -0.622 -1.912 2.927
C -1.675 -2.569 3.576
C -2.596 -3.351 2.855
C -2.485 -3.488 1.458
C -1.425 -2.837 0.838
N -1.086 -2.755 -0.524
C -1.797 -3.380 -1.621
C 0.012 -1.957 -0.673
C 3.660 0.110 0.088
C 4.540 0.515 -0.902
H 5.134 3.247 -2.382
H 6.571 2.668 -3.282
H 5.120 3.181 -4.173
H 4.816 -0.495 -4.214
H 4.890 0.951 -5.271
H 6.356 0.386 -4.443
H 2.293 1.198 -3.382
H 0.720 0.470 -1.603
H 1.617 -0.265 1.921
H 0.088 -1.283 3.463
H -1.777 -2.478 4.660
H -3.407 -3.847 3.392
H -3.194 -4.070 0.871
H -2.647 -3.939 -1.229
H -2.148 -2.616 -2.329
H -1.133 -4.060 -2.172
H 0.467 -1.780 -1.640
H 4.052 -0.239 1.050
H 5.619 0.516 -0.735

In the Mulliken picture, each atom carries the following charge in e:
1 C -1.4970
2 C 0.4648
3 C -1.2374
4 O -0.3314
5 C -0.0199
6 S -0.1944
7 S -0.3750
8 H 0.4144
9 H 0.3242
10 H 0.3317
11 H 0.3507
12 H 0.3817
13 H 0.3260
14 H 0.3035
15 C -0.9924
16 N 0.2581
17 C -1.0148
18 C -0.0646
19 C -0.4589
20 C -0.6627
21 C 0.4015
22 C -0.9147
23 C 0.9620
24 C 0.4372
25 C -0.0841
26 C -0.8242
27 C -0.6585
28 C -0.8645
29 C 0.2632
30 N 0.1656
31 C -0.9171
32 C -0.7161
33 C -0.6744
34 C -0.3605
35 H 0.3040
36 H 0.3183
37 H 0.3072
38 H 0.2945
39 H 0.3243
40 H 0.3212
41 H 0.4180
42 H 0.7168
43 H 0.5577
44 H 0.3807
45 H 0.3957
46 H 0.3917
47 H 0.2421
48 H 0.2890
49 H 0.3378
50 H 0.3319
51 H 0.7355
52 H 0.3915
53 H 0.4202

No. 3
Below is a molecular structure, C13H25DyN2 in a non-equilibrium geometry, with properties calculated with ωB97M-V/def2-TZVPD.

* total charge: +2
* electronic energy: -1504.08416 hartree
* gap between HOMO and LUMO (spin up / spin down): 6.99 / 7.17 eV
* multiplicity: 6

Atoms and positions in Å:
C -2.250 1.001 -1.067
C -1.336 2.088 -1.089
H -2.796 0.771 -0.156
H -2.760 0.700 -1.979
H -1.140 2.614 -2.021
H -1.184 2.689 -0.198
Dy -0.265 0.250 -1.069
C -0.076 -1.523 -2.437
C -0.189 -0.329 -3.215
C 1.775 -0.168 -2.017
C 1.112 -1.394 -1.652
H -0.985 -0.098 -3.911
H 1.181 1.444 -3.438
H 2.707 0.195 -1.606
C 0.974 0.488 -2.978
H 1.486 -2.121 -0.943
H -0.764 -2.356 -2.432
C 0.087 2.120 1.785
N 0.830 1.210 0.876
C 2.198 1.731 0.597
C 1.232 -0.035 1.582
C -0.009 -0.818 1.974
N -0.660 -1.423 0.746
C -0.217 -2.839 0.668
C -2.050 -1.285 1.271
H 0.553 2.164 2.794
H 0.114 3.163 1.404
H -0.975 1.816 1.888
H 2.644 2.197 1.507
H 2.953 1.010 0.239
H 2.116 2.540 -0.161
H 1.865 -0.708 0.961
H 1.792 0.200 2.522
H 0.313 -1.618 2.684
H -0.594 -0.156 2.655
H -0.645 -3.441 1.501
H -0.565 -3.304 -0.273
H 0.878 -2.957 0.804
H -2.356 -0.256 1.550
H -2.754 -1.626 0.481
H -2.239 -1.939 2.155

In the Mulliken picture, each atom carries the following charge in e:
1 C -0.4660
2 C -0.2681
3 H 0.2349
4 H 0.3939
5 H 0.3871
6 H 0.1624
7 Dy 0.0953
8 C -0.4419
9 C -0.6119
10 C -0.4773
11 C -0.3018
12 H 0.6793
13 H 0.5929
14 H 0.6618
15 C -0.5509
16 H 0.7640
17 H 0.4770
18 C -1.4189
19 N 0.6269
20 C -1.2808
21 C -0.6727
22 C -1.2085
23 N 0.5067
24 C -1.3147
25 C -1.3260
26 H 0.3458
27 H 0.4770
28 H 0.4139
29 H 0.4577
30 H 0.4370
31 H 0.3347
32 H 0.2716
33 H 0.6511
34 H 0.4022
35 H 0.5137
36 H 0.4090
37 H 0.3003
38 H 0.4926
39 H 0.4355
40 H 0.3942
41 H 0.4210

No. 4
Below is 2 unconnected molecules or ions with the total composition CH2FNO2S in a non-equilibrium geometry, with properties calculated with ωB97M-V/def2-TZVPD.

* electronic energy: -742.55586 hartree
* gap between HOMO and LUMO: 12.20 eV
* multiplicity: 1
* energy relative to the best compared isomer or geometry (same formula, charge and spin): 3.3 kJ/mol

Atoms and positions in Å:
C -0.232 1.589 -3.666
N 0.663 1.563 -2.967
O -0.429 -1.848 1.103
O 1.141 -0.793 2.683
F -1.188 0.059 2.502
S 0.040 -0.559 1.498
H -1.071 1.618 -4.312
H 1.075 -1.629 3.160

In the Mulliken picture, each atom carries the following charge in e:
1 C 0.0559
2 N -0.3120
3 O -0.4454
4 O -0.4437
5 F -0.2814
6 S 0.8202
7 H 0.2611
8 H 0.3453

No. 5
Below is 2 unconnected molecules or ions with the total composition C4H11NO in a non-equilibrium geometry, with properties calculated with ωB97M-V/def2-TZVPD.

* electronic energy: -288.88077 hartree
* SMILES string: C=CCNC.O
* gap between HOMO and LUMO: 9.16 eV
* multiplicity: 1
* energy relative to the best compared isomer or geometry (same formula, charge and spin): 357.7 kJ/mol

Atoms and positions in Å:
C 0.783 -0.452 -1.905
C -0.210 -0.177 -0.961
C -0.366 -1.041 0.381
N -1.150 -0.325 1.402
C -2.167 -0.834 2.279
H 0.830 -0.217 -3.039
H 1.701 -0.709 -1.380
H -0.887 0.716 -1.155
H -0.859 -1.967 0.176
H 0.582 -1.558 0.719
H -1.202 0.682 1.219
H -3.264 -0.992 2.015
H -1.906 -1.814 2.565
H -2.122 -0.289 3.284
O 2.645 2.441 -1.374
H 3.404 1.849 -1.484
H 2.373 2.073 -0.509

In the Mulliken picture, each atom carries the following charge in e:
1 C -0.6146
2 C -0.2672
3 C -0.2998
4 N -0.2219
5 C -0.9371
6 H 0.2204
7 H 0.1979
8 H 0.2834
9 H 0.2638
10 H 0.2745
11 H 0.2072
12 H 0.2724
13 H 0.3270
14 H 0.3036
15 O -0.6420
16 H 0.3140
17 H 0.3183

No. 6
Below is a molecular structure, C34H45F3N3O3PZn in a non-equilibrium geometry, with properties calculated with ωB97M-V/def2-TZVPD.

* total charge: -2
* electronic energy: -4132.81727 hartree
* gap between HOMO and LUMO: 3.16 eV
* multiplicity: 1

Atoms and positions in Å:
Zn 0.180 0.071 -0.857
O -0.951 -3.103 3.967
C -2.039 -3.476 3.258
C -2.850 -4.484 3.769
C -3.978 -4.887 3.075
C -4.312 -4.279 1.871
C -3.511 -3.261 1.374
C -2.368 -2.848 2.047
C -1.534 -1.712 1.535
O -0.271 -1.728 1.857
N -2.182 -0.785 0.913
N -1.410 0.264 0.417
C -2.052 1.348 0.212
C -1.445 2.605 -0.180
C -2.309 3.697 -0.334
C -1.852 4.975 -0.562
C -0.471 5.191 -0.613
C 0.410 4.142 -0.486
C -0.030 2.804 -0.323
O 0.851 1.852 -0.286
H -0.455 -2.491 3.362
H -2.582 -4.939 4.715
H -4.596 -5.682 3.476
H -5.192 -4.593 1.324
H -3.758 -2.755 0.449
H -3.120 1.349 0.436
H -3.377 3.513 -0.264
H -2.546 5.795 -0.694
H -0.086 6.194 -0.762
H 1.480 4.304 -0.543
F -0.253 -1.058 -7.606
C -1.462 0.377 -6.751
F -1.019 1.297 -7.626
F -2.564 -0.213 -7.246
C -1.297 0.537 -5.436
C -2.032 -0.254 -4.437
C -1.686 -0.206 -3.138
N -0.632 0.544 -2.615
C 0.018 1.362 -3.540
C -0.251 1.396 -4.858
H -2.868 -0.869 -4.750
H -2.258 -0.769 -2.399
H 0.791 2.004 -3.122
H 0.302 2.067 -5.504
C 3.241 -3.998 2.234
C 1.903 -3.292 2.008
C 0.886 -4.373 1.603
P 1.741 -1.761 0.903
C 3.444 -1.489 -0.025
C 3.636 -0.021 -0.459
C 4.823 -2.023 0.383
C 2.002 -0.233 1.985
C 3.305 -0.410 2.794
C 0.918 0.308 2.918
H 3.097 -4.733 3.033
H 4.048 -3.339 2.535
H 3.557 -4.544 1.345
H 1.599 -2.880 2.973
H 1.341 -5.086 0.913
H 0.005 -3.961 1.117
H 0.556 -4.924 2.486
H 3.222 -2.007 -0.944
H 4.110 0.577 0.324
H 2.714 0.476 -0.753
H 4.303 0.003 -1.326
H 5.197 -1.598 1.316
H 5.533 -1.737 -0.401
H 4.854 -3.105 0.455
H 2.133 0.546 1.236
H 3.665 -1.433 2.797
H 3.127 -0.135 3.835
H 4.110 0.222 2.420
H 0.678 -0.385 3.728
H 0.008 0.556 2.383
H 1.309 1.232 3.362
C 2.253 -3.885 -1.623
C 1.238 -2.726 -1.877
C 1.759 -1.851 -3.029
C -0.064 -3.375 -2.371
C 0.821 -1.888 -0.622
H 1.888 -4.811 -2.074
H 2.411 -4.075 -0.561
H 3.229 -3.678 -2.070
H 2.070 -2.483 -3.868
H 2.615 -1.241 -2.725
H 0.981 -1.178 -3.397
H 0.115 -3.934 -3.293
H -0.814 -2.611 -2.587
H -0.467 -4.062 -1.615
H -0.161 -2.247 -0.328

In the Mulliken picture, each atom carries the following charge in e:
1 Zn 1.2566
2 O -0.7935
3 C 0.5350
4 C -0.7691
5 C -0.3181
6 C -0.8269
7 C -0.6193
8 C -0.2008
9 C 0.7089
10 O -0.7590
11 N -1.3680
12 N 1.2273
13 C -0.6704
14 C 0.9416
15 C -0.9327
16 C -0.8007
17 C -0.3499
18 C -0.6503
19 C 0.0778
20 O -0.9330
21 H 0.0595
22 H 0.4272
23 H 0.3619
24 H 0.3943
25 H 0.4995
26 H 0.2079
27 H 0.3605
28 H 0.3571
29 H 0.3729
30 H 0.4087
31 F -0.8607
32 C 0.7271
33 F -0.2939
34 F -0.2970
35 C 0.1648
36 C -1.0908
37 C -0.4272
38 N 0.6689
39 C -0.3044
40 C -1.3772
41 H 0.3330
42 H 0.5015
43 H 0.3255
44 H 0.3188
45 C -1.7779
46 C 1.0584
47 C -1.2939
48 P 1.1691
49 C 2.2424
50 C -2.3623
51 C -2.1416
52 C 1.4647
53 C -1.8027
54 C -1.7088
55 H 0.4426
56 H 0.4326
57 H 0.2387
58 H 0.5342
59 H 0.5363
60 H -0.0911
61 H 0.3977
62 H -0.6152
63 H 0.2594
64 H 0.4169
65 H 0.4807
66 H 0.3013
67 H 0.4936
68 H 0.3617
69 H 0.3158
70 H 0.2011
71 H 0.5676
72 H 0.2754
73 H 0.4375
74 H -0.0587
75 H 0.4966
76 C -1.3922
77 C 2.3846
78 C -1.1845
79 C -1.7418
80 C -2.2228
81 H 0.4603
82 H -0.0675
83 H 0.3076
84 H 0.5185
85 H 0.0410
86 H 0.1379
87 H 0.5821
88 H 0.0288
89 H 0.3940
90 H 1.8888